[1]
The following is a quantum chemistry calculation of 3 unconnected molecules or ions with the total composition C30H40ClF2IN2O6S, from the OMol25 dataset.

```
83
Properties=species:S:1:pos:R:3
C 5.29968 -0.89237 0.93632
C 5.56601 -1.21138 2.41210
C 4.39244 -1.81609 3.12096
O 4.42258 -2.81309 3.79487
O 3.25803 -1.11327 2.91582
C 2.06694 -1.74323 3.40096
C 0.87773 -0.90070 3.00015
C 0.77674 -0.52924 1.50478
C 1.49673 0.82419 1.30809
C 2.22313 0.99876 -0.02649
C 2.48050 2.48319 -0.30917
Cl 4.12467 2.78132 -0.92727
O 1.50524 -1.45152 0.65656
S 0.96433 -2.89732 0.30082
O 1.87352 -3.84594 0.85974
O 0.69202 -2.93286 -1.09783
C -0.54976 -2.97384 1.22000
C -1.50445 -1.77650 1.01050
C -2.15647 -1.96696 -0.38390
C -3.45180 -1.21586 -0.71760
N -4.23323 -1.84283 -1.78869
C -2.53313 -1.71677 2.16650
C -3.29765 -2.96354 2.64007
C -3.79524 -3.95857 1.60061
I -2.23550 -4.00596 4.20161
C -0.70083 -0.42002 1.08499
N -0.78582 0.30607 -0.19958
C -1.42531 1.32592 -0.32729
O -2.05741 2.29241 -0.47173
H 6.21862 -1.00679 0.36433
H 4.57481 -1.58915 0.51527
H 4.93230 0.12159 0.79808
H 5.86931 -0.31297 2.95345
H 6.37267 -1.93349 2.51611
H 2.01684 -2.76465 3.02813
H 2.10744 -1.79997 4.48965
H -0.00928 -1.42542 3.35372
H 0.90807 0.03395 3.56335
H 2.24584 0.91034 2.09645
H 0.77876 1.63060 1.47108
H 3.18271 0.49273 0.02870
H 1.64262 0.57551 -0.84121
H 2.38363 3.08309 0.59421
H 1.77653 2.88028 -1.03620
H -0.22591 -3.10325 2.24663
H -0.99968 -3.88887 0.84245
H -2.37594 -3.02859 -0.50797
H -1.41880 -1.73905 -1.14993
H -4.11388 -1.14446 0.14424
H -3.22755 -0.21136 -1.07343
H -4.43964 -2.80881 -1.56105
H -3.71298 -1.84404 -2.65765
H -3.27908 -0.95229 1.94232
H -1.99967 -1.33502 3.03722
H -4.17210 -2.60191 3.17430
H -3.04005 -4.67386 1.28350
H -4.19324 -3.42149 0.74009
H -4.62327 -4.53075 2.01783
H -1.14469 0.20707 1.86148
F 7.65588 7.61566 -3.68924
C 7.23391 6.39393 -4.07929
C 6.42913 5.66564 -3.22706
C 5.99798 4.41152 -3.63559
C 6.37610 3.90873 -4.87324
C 7.18756 4.66394 -5.70851
C 7.62423 5.92139 -5.31576
H 6.15075 6.07695 -2.26627
H 5.36330 3.83003 -2.97997
H 6.03824 2.92963 -5.18515
H 7.48587 4.27441 -6.67292
H 8.25402 6.53029 -5.94970
F -7.81902 -1.67514 0.25394
C -7.96158 -0.49963 -0.40385
C -8.76515 0.47476 0.15203
C -8.89900 1.67974 -0.52354
C -8.23746 1.88783 -1.72592
C -7.43687 0.88553 -2.25746
C -7.29134 -0.32621 -1.59685
H -9.27125 0.28746 1.08925
H -9.52234 2.45887 -0.10512
H -8.34552 2.82969 -2.24670
H -6.91877 1.04431 -3.19413
H -6.65678 -1.11235 -1.97993
```

As for the SMILES: CCC(=O)OCC[C@@]1(CCCCl)OS(=O)(=O)C[C@@](CCN)(C[C@@H](C)I)[C@@H]1N=C=O.Fc1ccccc1.Fc1ccccc1. Its HOMO energy is -9.19 eV. As for the HOMO-LUMO gap: 9.30 eV.

***

[2]
The following is a quantum chemistry calculation of a molecular structure, C30H40IN2O2OsP2, from the OMol25 dataset.

```
78
Properties=species:S:1:pos:R:3
Os -0.18277 1.48770 1.80310
C 4.14597 3.37168 1.63604
C 3.97919 2.00431 1.04536
N 4.98551 1.51212 0.34960
C 4.88814 0.29237 -0.18984
C 3.79529 -0.52529 -0.01614
C 3.75905 -1.88678 -0.64938
O 2.63245 -1.93978 -1.52589
C 2.70493 -0.02153 0.71829
C 1.57577 -0.89149 0.98210
N 0.41713 -0.52553 1.39508
C -0.50986 -1.61221 1.62495
C -0.59085 -2.15210 2.88939
C -1.47644 -3.19389 3.14118
C -2.26935 -3.68148 2.10693
C -2.18132 -3.14901 0.83884
C -1.29700 -2.08104 0.54066
I -2.68266 0.97123 2.08983
C 2.77310 1.28383 1.21548
O 1.75977 1.89335 1.82646
H 5.20231 3.62737 1.62884
H 3.77299 3.41022 2.65765
H 3.61274 4.12394 1.04819
H 5.73677 -0.04126 -0.77551
H 3.68575 -2.66956 0.11529
H 4.69151 -2.04727 -1.19352
H 2.69245 -2.73810 -2.06165
H 1.72697 -1.95378 0.81786
H 0.02845 -1.74629 3.68000
H -1.54227 -3.62163 4.13197
H -2.95899 -4.49355 2.29568
H -2.79073 -3.56479 0.05011
C 0.93172 1.96169 -1.77053
P -0.23584 2.49952 -0.48467
C -1.83681 2.63500 -1.33052
C 0.25502 4.23635 -0.15411
C -0.57075 4.81647 0.99807
P -0.49602 3.75149 2.49730
C -1.95495 4.23241 3.45314
C 0.89134 4.38115 3.47339
H 1.93002 1.86904 -1.34304
H 0.96395 2.67131 -2.59932
H 0.63409 0.98536 -2.15504
H -1.80202 3.37189 -2.13412
H -2.61289 2.90384 -0.61474
H -2.09673 1.66146 -1.74853
H 0.15479 4.84340 -1.05601
H 1.31534 4.20978 0.11143
H -1.62509 4.88052 0.71331
H -0.24787 5.82942 1.24590
H -1.93150 5.30673 3.64103
H -1.95497 3.69873 4.40327
H -2.86259 3.97439 2.91170
H 0.76346 5.44335 3.68235
H 1.81819 4.22073 2.92938
H 0.93940 3.82908 4.41197
C -3.38888 -1.42129 -1.83843
C -1.92203 -1.87222 -1.98355
C -1.30050 -1.10946 -3.16518
C -1.16751 -1.49610 -0.73264
C -1.79184 -3.36969 -2.28182
C -2.84626 -4.12609 -2.77773
C -2.67441 -5.47355 -3.07636
C -1.44570 -6.08261 -2.88540
C -0.38273 -5.33426 -2.39594
C -0.55655 -3.99221 -2.10046
H -3.42318 -0.38778 -1.48914
H -3.93356 -2.02782 -1.11552
H -3.90928 -1.46936 -2.79591
H -1.43439 -0.03037 -3.04204
H -1.77728 -1.40387 -4.09987
H -0.23205 -1.32098 -3.24491
H -0.47688 -0.66594 -0.82820
H -3.81850 -3.67636 -2.93041
H -3.50940 -6.04676 -3.45784
H -1.31499 -7.13186 -3.11408
H 0.58081 -5.80276 -2.23896
H 0.27184 -3.41351 -1.70415
```

Its HOMO energy (spin up / spin down) is -9.57 / -11.07 eV. Its total charge is +1. As for the HOMO-LUMO gap (spin up / spin down): 6.61 / 6.60 eV. As for the spin multiplicity: 5. The energy above the lowest of the compared OMol25 structures with the same formula, charge and spin comes out at 0.000 eV.

***

Number 1: E_tot -83917.3820 eV. Number 2: E_tot -67975.6697 eV.